Hg5O12S3 | the ωB97M-V functional and the def2-TZVPD basis

Results
Energy relative to the best compared isomer or geometry (same formula, charge and spin): 31.30 kcal/mol
Multiplicity: 1
Total charge: +4

Each line ends with the Mulliken charge.
Atoms and positions in Å:
Hg: -3.548 -4.098 1.398  1.118
Hg: -4.706 0.415 -0.707  1.335
Hg: 0.528 -1.929 -0.842  1.501
Hg: -0.110 1.811 0.151  1.419
Hg: -1.728 0.125 4.532  1.426
S: 0.695 1.122 -2.571  1.158
O: 1.930 0.800 -3.358  -0.407
O: 1.105 2.224 -1.646  -0.555
O: -0.505 1.646 -3.359  -0.426
O: 0.260 0.082 -1.653  -0.593
S: 3.016 0.491 0.529  1.081
O: 4.311 0.697 -0.309  -0.171
O: 2.194 -0.599 0.140  -0.487
O: 3.520 0.307 1.917  -0.307
O: 2.221 1.696 0.316  -0.487
S: -1.825 -0.964 1.135  0.812
O: -0.608 -0.559 0.503  -0.593
O: -2.049 -2.351 0.820  -0.788
O: -1.782 -0.601 2.496  -0.469
O: -2.921 -0.318 0.509  -0.566



HgO8S2 | the ωB97M-V functional and the def2-TZVPD basis

Results
Multiplicity: 1
Total charge: -2

Each line ends with the Mulliken charge.
Atoms and positions in Å:
Hg: -2.510 0.632 0.717  0.019
S: -1.047 -3.666 1.449  1.215
O: -0.414 -2.461 1.049  -0.438
O: -1.053 -4.557 0.397  -0.604
O: -0.555 -4.062 2.715  -0.633
O: -2.327 -3.013 1.628  -0.487
S: 1.626 3.483 -1.641  1.258
O: 1.814 3.502 -3.061  -0.643
O: 0.276 2.965 -1.348  -0.503
O: 2.429 2.438 -1.011  -0.538
O: 1.762 4.739 -0.894  -0.646



I2O3 | the ωB97M-V functional and the def2-TZVPD basis

Results
Energy relative to the best compared isomer or geometry (same formula, charge and spin): 0.00 kcal/mol
Multiplicity: 1
Total charge: 0
SMILES: IOOOI

Each line ends with the Mulliken charge.
Atoms and positions in Å:
I: -2.319 -1.058 -0.031  0.312
O: -0.940 0.003 0.919  -0.342
O: -0.092 0.607 -0.050  0.096
O: 0.567 -0.278 -0.676  -0.291
I: 2.478 -1.005 0.032  0.225



no.,lowest unoccupied orbital energy (eV)
1,-18.3
2,0.7
3,-2.0